Entry 1:
{
  "formula": "C76H75F14N5O7PS",
  "method": "ωB97M-V with the def2-TZVPD basis set",
  "relative_energy_kj_mol": 0.0,
  "spin_multiplicity": 1,
  "total_charge": 1,
  "molar_mass_g_mol": 1499.48,
  "lumo_ha": -0.159,
  "e_homo_ev": -9.99,
  "gap_ev": 5.67,
  "species": ["C", "C", "O", "O", "C", "O", "C", "C", "N", "N", "C", "C", "C", "O", "C", "P", "N", "O", "O", "C", "C", "C", "C", "C", "S", "C", "N", "N", "C", "O", "C", "C", "C", "C", "C", "F", "F", "C", "F", "F", "F", "H", "H", "H", "H", "H", "H", "H", "H", "H", "H", "H", "H", "H", "H", "H", "H", "H", "H", "H", "H", "H", "H", "H", "H", "H", "H", "H", "H", "H", "H", "F", "C", "C", "C", "C", "C", "C", "H", "H", "H", "H", "H", "F", "C", "C", "C", "C", "C", "C", "H", "H", "H", "H", "H", "F", "C", "C", "C", "C", "C", "C", "H", "H", "H", "H", "H", "F", "C", "C", "C", "C", "C", "C", "H", "H", "H", "H", "H", "F", "C", "C", "C", "C", "C", "C", "H", "H", "H", "H", "H", "F", "C", "C", "C", "C", "C", "C", "H", "H", "H", "H", "H", "F", "C", "C", "C", "C", "C", "C", "H", "H", "H", "H", "H", "F", "C", "C", "C", "C", "C", "C", "H", "H", "H", "H", "H", "F", "C", "C", "C", "C", "C", "C", "H", "H", "H", "H", "H"],
  "xyz": [[-0.8434, -2.3770, -2.7604], [-1.0333, -3.7316, -2.1455], [-0.1411, -4.4646, -1.8535], [-2.3675, -4.0690, -1.9455], [-2.5697, -5.0568, -0.9816], [-2.6015, -6.2085, -1.2460], [-2.7151, -4.5241, 0.4367], [-3.5989, -3.2779, 0.4292], [-4.6238, -3.3895, -0.3740], [-5.4658, -2.3797, -0.4734], [-6.5265, -2.6774, -1.4576], [-6.4599, -1.7796, -2.7030], [-5.6447, -2.5113, -3.7855], [-5.4533, -1.7424, -4.9485], [-5.3066, -1.2534, 0.2319], [-6.6465, 0.0379, 0.1115], [-8.0279, -0.5427, -0.2782], [-6.0955, 1.1457, -0.8979], [-6.7561, 0.6841, 1.5608], [-4.1852, -1.0603, 1.0746], [-3.8505, 0.2171, 1.7933], [-3.4778, 1.3561, 0.8094], [-3.9705, 2.7578, 1.1824], [-3.7556, 3.7263, 0.0257], [-1.9858, 4.0020, -0.2898], [-1.6663, 2.5733, -1.2384], [-0.9146, 1.5867, -0.9048], [-1.0139, 0.6393, -1.9237], [-1.8238, 1.1412, -2.7842], [-2.2781, 2.3626, -2.4438], [-3.2918, -2.1425, 1.1937], [-2.0751, -2.1255, 2.0589], [-0.7613, -1.9257, 1.2443], [-0.1842, -0.5088, 1.3411], [1.2876, -0.5177, 0.8939], [2.0902, -0.5666, 1.9906], [1.5840, -1.5901, 0.1175], [1.7024, 0.7381, 0.0669], [1.1583, 1.8448, 0.5481], [3.0425, 0.8669, 0.1168], [1.3627, 0.5608, -1.2109], [-1.7869, -1.9148, -3.0480], [-0.2436, -2.4798, -3.6631], [-0.3146, -1.7180, -2.0727], [-3.1871, -5.2808, 1.0580], [-1.7029, -4.2928, 0.7558], [-7.4987, -2.6569, -0.9742], [-6.3627, -3.7000, -1.7879], [-7.4617, -1.5736, -3.0741], [-5.9120, -0.8598, -2.4933], [-4.6763, -2.7713, -3.3323], [-6.1437, -3.4457, -4.0483], [-5.5781, -0.8092, -4.7538], [-8.4161, -0.1771, -1.1376], [-6.8527, 1.6064, -1.2894], [-7.2675, 0.0512, 2.1022], [-2.9462, 0.0308, 2.3599], [-4.5845, 0.5225, 2.5354], [-3.7353, 1.0903, -0.2161], [-2.3921, 1.4344, 0.8279], [-4.9926, 2.7990, 1.5573], [-3.3333, 3.0898, 2.0077], [-4.2496, 3.4204, -0.8950], [-4.1504, 4.7042, 0.3061], [-2.1400, 0.6591, -3.6902], [-2.1453, -1.4314, 2.8882], [-2.0021, -3.1164, 2.5105], [-0.0312, -2.6084, 1.6808], [-0.9037, -2.2296, 0.2089], [-0.7216, 0.1822, 0.6873], [-0.1751, -0.1691, 2.3753], [9.2836, 1.9496, -0.9373], [8.2966, 1.0507, -0.7339], [6.9895, 1.4309, -0.9607], [5.9803, 0.5010, -0.7531], [6.2912, -0.7811, -0.3194], [7.6143, -1.1376, -0.0955], [8.6318, -0.2183, -0.3068], [6.7718, 2.4376, -1.2921], [4.9572, 0.7766, -0.9360], [5.5006, -1.5025, -0.1569], [7.8580, -2.1352, 0.2445], [9.6707, -0.4758, -0.1472], [-8.3635, -1.8362, 2.5673], [-9.2297, -2.8591, 2.3317], [-8.7407, -4.1478, 2.3185], [-9.6258, -5.1902, 2.0796], [-10.9691, -4.9255, 1.8528], [-11.4321, -3.6163, 1.8684], [-10.5579, -2.5673, 2.1133], [-7.6884, -4.3301, 2.4961], [-9.2647, -6.2096, 2.0734], [-11.6554, -5.7399, 1.6654], [-12.4781, -3.4090, 1.6889], [-10.8968, -1.5404, 2.1354], [-1.4892, -1.1971, -4.4325], [-0.8530, -1.4811, -5.6048], [0.2797, -0.7671, -5.9307], [0.9247, -1.0634, -7.1232], [0.4265, -2.0525, -7.9606], [-0.7179, -2.7544, -7.6089], [-1.3669, -2.4706, -6.4150], [0.6474, 0.0012, -5.2629], [1.8191, -0.5203, -7.3965], [0.9300, -2.2785, -8.8897], [-1.1073, -3.5196, -8.2610], [-2.2580, -3.0074, -6.1153], [0.0347, 1.4256, 5.1953], [1.1533, 2.1469, 4.9172], [2.0237, 1.6644, 3.9633], [3.1631, 2.3970, 3.6656], [3.4151, 3.5886, 4.3331], [2.5249, 4.0488, 5.2959], [1.3777, 3.3260, 5.5943], [1.8098, 0.7342, 3.4674], [3.8534, 2.0356, 2.9139], [4.3056, 4.1583, 4.1035], [2.7209, 4.9747, 5.8190], [0.6677, 3.6705, 6.3305], [3.3976, -3.2326, 9.2331], [3.1781, -2.6504, 8.0401], [3.9406, -3.0390, 6.9564], [3.7079, -2.4379, 5.7280], [2.7301, -1.4599, 5.6023], [1.9779, -1.0828, 6.7071], [2.1976, -1.6833, 7.9387], [4.7017, -3.7976, 7.0798], [4.2936, -2.7333, 4.8674], [2.5560, -0.9919, 4.6445], [1.2190, -0.3174, 6.6118], [1.6207, -1.4097, 8.8119], [1.2492, 5.0650, 8.0664], [2.1639, 4.9270, 9.0574], [3.1958, 4.0243, 8.8982], [4.1268, 3.8945, 9.9193], [4.0099, 4.6547, 11.0747], [2.9597, 5.5523, 11.2110], [2.0268, 5.6962, 10.1943], [3.2651, 3.4354, 7.9936], [4.9455, 3.1961, 9.8103], [4.7367, 4.5473, 11.8685], [2.8643, 6.1431, 12.1119], [1.2044, 6.3942, 10.2765], [-0.1809, -4.4956, -10.0670], [0.4428, -4.7970, -11.2315], [1.5826, -4.1022, -11.5794], [2.2170, -4.4194, -12.7718], [1.7032, -5.4123, -13.5943], [0.5529, -6.0944, -13.2225], [-0.0854, -5.7907, -12.0288], [1.9647, -3.3283, -10.9274], [3.1153, -3.8892, -13.0578], [2.1997, -5.6542, -14.5242], [0.1491, -6.8664, -13.8634], [-0.9789, -6.3143, -11.7164], [-1.6862, 7.1549, 1.7387], [-1.5785, 8.1536, 0.8327], [-1.6103, 7.8352, -0.5087], [-1.5087, 8.8577, -1.4412], [-1.3680, 10.1730, -1.0201], [-1.3339, 10.4671, 0.3367], [-1.4440, 9.4525, 1.2771], [-1.7138, 6.8017, -0.8105], [-1.5382, 8.6259, -2.4974], [-1.2847, 10.9681, -1.7485], [-1.2208, 11.4909, 0.6664], [-1.4270, 9.6605, 2.3385], [15.6077, -0.4398, -0.2709], [14.4396, 0.0340, -0.7470], [13.5434, 0.6082, 0.1321], [12.3430, 1.0980, -0.3636], [12.0520, 1.0008, -1.7177], [12.9702, 0.4166, -2.5810], [14.1770, -0.0694, -2.0983], [13.7876, 0.6686, 1.1843], [11.6323, 1.5586, 0.3097], [11.1193, 1.3809, -2.0995], [12.7461, 0.3369, -3.6365], [14.9081, -0.5223, -2.7544]],
  "forces_ev_per_a": [[-0.5, -1.3, 1.4], [0.9, 0.5, -0.4], [-0.1, -0.4, 0.5], [0.0, 0.2, 0.6], [0.1, -0.7, 0.0], [-0.2, 0.0, -0.2], [-0.5, 0.9, -0.8], [1.2, -0.7, 0.3], [-0.4, 0.3, 0.0], [0.6, -0.5, 0.3], [-0.8, 0.0, -0.7], [0.6, -0.7, -0.3], [0.0, 0.3, 0.7], [-0.1, -0.1, -0.2], [-0.1, 1.3, 0.2], [-2.4, -0.3, -0.6], [0.8, 0.2, 0.1], [0.6, 0.0, 0.6], [0.9, -0.5, -0.1], [0.3, -0.9, 0.1], [0.3, 0.4, -0.1], [0.0, 0.1, 0.4], [0.4, -0.2, 0.0], [-0.2, 0.2, 0.4], [0.1, 0.0, -0.3], [0.0, 0.0, -0.1], [-0.6, 0.1, -0.7], [-0.5, 0.4, 0.0], [0.1, -0.2, 0.2], [0.0, 0.1, 0.1], [-0.9, 0.8, -0.1], [0.4, -0.7, -0.3], [0.0, 0.1, 0.8], [0.3, -0.5, -0.7], [-0.4, 0.5, -0.2], [0.1, -0.4, -0.3], [0.0, 0.0, 0.2], [0.7, -0.6, 0.1], [0.4, 0.1, 0.3], [-0.4, 0.1, 0.0], [0.5, 0.1, 0.3], [0.3, -1.1, 1.6], [0.3, -0.5, 0.6], [0.1, -0.1, 0.1], [0.3, -0.2, 0.1], [0.0, -0.1, 0.3], [0.1, 0.3, 0.2], [0.3, -0.1, 0.3], [0.0, 0.2, 0.1], [-0.3, 0.2, 0.1], [0.0, -0.1, -0.2], [0.0, 0.0, -0.2], [0.0, 0.0, 0.0], [-0.2, -0.3, 0.0], [0.1, 0.1, 0.0], [-0.2, 0.3, 0.1], [-0.2, 0.0, 0.1], [-0.3, -0.1, -0.3], [-0.2, 0.0, -0.1], [-0.1, -0.2, -0.1], [-0.2, -0.2, -0.3], [-0.2, 0.1, 0.1], [0.0, -0.1, 0.0], [0.1, 0.1, -0.1], [-0.2, 0.3, -0.1], [0.0, 0.0, 0.0], [-0.1, 0.0, 0.1], [0.0, -0.1, -0.1], [0.1, 0.1, -0.1], [0.0, 0.0, 0.4], [-0.2, 0.2, 0.0], [-0.1, 0.1, 0.1], [-0.1, -0.1, 0.0], [0.0, 0.1, 0.0], [0.3, -0.1, 0.0], [-0.1, 0.0, 0.0], [-0.1, 0.1, 0.0], [0.1, 0.0, 0.0], [0.0, 0.0, 0.0], [-0.1, 0.1, -0.1], [0.0, 0.0, 0.0], [0.0, 0.0, 0.0], [0.0, 0.0, 0.0], [0.2, 0.1, 0.1], [-0.2, -0.2, -0.1], [0.2, 0.0, 0.0], [-0.1, 0.0, 0.0], [0.0, 0.0, 0.0], [0.1, -0.1, 0.0], [0.0, 0.2, 0.0], [0.0, 0.0, 0.0], [0.0, 0.0, 0.0], [0.0, 0.0, 0.0], [0.0, 0.0, 0.0], [0.0, 0.0, 0.0], [-0.7, 2.4, -3.6], [0.0, 0.1, -0.7], [0.1, 0.1, 0.2], [0.0, -0.1, 0.0], [0.0, 0.0, 0.0], [0.0, 0.1, 0.1], [-0.2, -0.1, 0.1], [0.0, 0.0, 0.0], [0.0, 0.0, 0.0], [0.0, 0.0, 0.0], [0.0, 0.0, 0.0], [0.0, 0.0, 0.0], [0.0, 0.0, 0.0], [0.2, 0.1, -0.1], [-0.1, 0.0, 0.0], [0.0, 0.1, 0.1], [0.0, 0.0, 0.0], [0.1, -0.1, -0.1], [-0.2, 0.0, 0.0], [0.0, 0.1, 0.1], [0.0, 0.0, 0.0], [0.0, 0.0, 0.0], [0.0, 0.0, 0.0], [0.0, 0.0, 0.0], [0.0, 0.0, 0.0], [0.0, 0.1, -0.1], [0.1, -0.1, 0.0], [-0.1, 0.0, 0.0], [0.0, 0.0, 0.0], [0.1, -0.1, 0.0], [-0.1, 0.0, 0.1], [0.0, 0.0, 0.0], [0.0, 0.0, 0.0], [0.0, 0.0, 0.0], [0.0, 0.0, 0.0], [0.0, 0.0, 0.0], [0.0, 0.1, 0.1], [0.1, 0.0, 0.2], [0.0, -0.1, -0.1], [0.0, 0.1, 0.1], [0.0, 0.0, 0.0], [0.0, -0.1, 0.0], [-0.1, 0.1, 0.0], [0.0, 0.0, 0.0], [0.0, 0.0, 0.0], [0.0, 0.0, 0.0], [0.0, 0.0, 0.0], [0.0, 0.0, 0.0], [0.0, 0.0, -0.1], [0.1, -0.1, -0.2], [0.0, 0.1, 0.1], [-0.1, -0.1, 0.0], [0.0, 0.0, 0.0], [0.1, 0.1, 0.0], [-0.1, -0.1, 0.0], [0.0, 0.0, 0.0], [0.0, 0.0, 0.0], [0.0, 0.0, 0.0], [0.0, 0.0, 0.0], [0.0, 0.0, 0.0], [0.0, 0.0, 0.0], [0.0, 0.1, -0.1], [0.0, -0.1, -0.1], [0.0, 0.1, 0.1], [0.0, 0.0, 0.0], [0.0, -0.1, -0.1], [0.0, 0.0, 0.1], [0.0, 0.0, 0.0], [0.0, 0.0, 0.0], [0.0, 0.0, 0.0], [0.0, 0.0, 0.0], [0.0, 0.0, 0.0], [0.0, 0.0, 0.0], [-0.1, 0.1, 0.0], [0.0, 0.0, 0.1], [0.0, 0.0, -0.1], [0.1, -0.1, -0.1], [0.0, 0.0, 0.1], [0.1, -0.1, -0.1], [0.0, 0.0, 0.0], [0.0, 0.0, 0.0], [0.0, 0.0, 0.0], [0.0, 0.0, 0.0], [0.0, 0.0, 0.0]],
  "lowdin_charge": [0.023, -0.462, 0.160, 0.064, -0.439, 0.209, 0.021, -0.151, 0.211, -0.028, -0.114, -0.154, -0.264, -0.043, -0.079, 0.543, -0.120, -0.120, -0.113, -0.065, -0.106, -0.190, -0.239, -0.430, 1.041, -0.662, 0.024, 0.096, -0.151, 0.066, -0.046, -0.099, -0.121, -0.048, -0.413, 0.091, 0.123, -0.552, 0.164, 0.145, 0.146, 0.078, 0.103, 0.077, 0.150, 0.122, 0.108, 0.129, 0.126, 0.094, 0.111, 0.129, 0.082, 0.017, 0.109, 0.086, 0.092, 0.125, 0.098, 0.076, 0.108, 0.119, 0.078, 0.086, 0.126, 0.117, 0.128, 0.133, 0.102, 0.085, 0.132, 0.043, -0.278, -0.011, -0.084, -0.091, -0.077, -0.011, 0.118, 0.080, 0.100, 0.106, 0.113, 0.014, -0.289, -0.028, -0.078, -0.084, -0.070, -0.014, 0.111, 0.108, 0.107, 0.110, 0.121, -0.095, -0.283, -0.010, -0.064, -0.069, -0.057, 0.003, 0.120, 0.110, 0.090, 0.094, 0.122, 0.030, -0.275, -0.035, -0.062, -0.078, -0.082, -0.017, 0.071, 0.109, 0.105, 0.106, 0.107, 0.061, -0.288, -0.015, -0.078, -0.091, -0.075, -0.012, 0.119, 0.106, 0.073, 0.091, 0.118, 0.036, -0.277, -0.017, -0.077, -0.092, -0.080, -0.017, 0.106, 0.107, 0.103, 0.106, 0.118, 0.038, -0.276, -0.019, -0.079, -0.091, -0.078, -0.016, 0.107, 0.107, 0.104, 0.107, 0.118, 0.041, -0.285, -0.028, -0.080, -0.092, -0.077, -0.015, 0.066, 0.105, 0.103, 0.107, 0.119, 0.057, -0.289, -0.016, -0.089, -0.100, -0.078, -0.018, 0.117, 0.101, 0.086, 0.104, 0.117]
}

***

Entry 2:
{
  "formula": "C5H10N",
  "method": "ωB97M-V with the def2-TZVPD basis set",
  "relative_energy_kj_mol": 717.9,
  "spin_multiplicity": 1,
  "total_charge": 1,
  "molar_mass_g_mol": 84.14,
  "lumo_ha": [-0.161, -0.173],
  "e_homo_ev": [-13.16, -14.21],
  "gap_ev": [8.78, 9.51],
  "species": ["C", "C", "C", "C", "C", "N", "H", "H", "H", "H", "H", "H", "H", "H", "H", "H"],
  "xyz": [[2.3656, -0.7682, -0.2430], [2.4016, 0.5876, -0.0724], [1.1651, -0.1229, 0.2723], [-0.9904, -1.1669, -0.2091], [-0.7812, 1.3320, -0.0987], [-0.1769, 0.0573, -0.4434], [2.7739, -1.6831, -0.5801], [2.9725, 1.5026, 0.1745], [0.0425, -0.8592, 2.1187], [-0.2906, -2.0456, -0.2360], [-1.3848, -1.1556, 0.7433], [-1.6764, -1.1909, -0.9933], [-1.8623, 1.3391, 0.0650], [-0.6173, 1.8564, 0.9147], [-0.4438, 2.1297, -0.7484], [-0.1231, 0.1564, -1.4196]],
  "forces_ev_per_a": [[-1.5, 3.5, 0.3], [-0.4, -2.3, 1.4], [0.6, -0.1, -0.4], [2.5, -0.9, -0.9], [-1.4, 3.2, 2.9], [0.6, -0.5, 2.5], [0.6, -0.6, -0.1], [-0.4, -0.8, -0.7], [1.1, 0.7, -1.0], [-0.7, 0.8, -0.3], [-1.2, 0.3, 1.8], [-1.5, -0.4, -1.0], [-0.1, -0.6, -1.3], [1.0, -1.8, -0.9], [-0.2, -0.2, -0.7], [1.0, -0.3, -1.9]],
  "lowdin_charge": [0.101, 0.102, -0.202, -0.013, -0.042, -0.172, 0.109, 0.134, 0.217, 0.127, 0.034, 0.094, 0.110, 0.139, 0.105, 0.156]
}

***

- What is the formula in the first record?
  C76H75F14N5O7PS